# C23H50B2I2O4P

A structure of composition C23H50B2I2O4P (ωB97M-V with the def2-TZVPD basis set, OMol25).

Each line ends with the Mulliken charge.
Element x y z (Å)
C 7.16 -0.45 0.87  -1.041
C 6.99 -0.44 -0.65  -0.094
C 6.57 -1.77 -1.32  -0.725
C 6.19 -2.95 -0.42  -0.912
C 4.88 -2.86 0.36  -0.437
C 3.66 -2.45 -0.47  -1.206
C 3.40 -0.94 -0.53  0.137
C 2.89 -0.38 0.80  -0.812
C 3.45 0.99 1.20  -0.630
C 3.64 1.99 0.05  -0.093
C 3.15 3.40 0.40  -1.350
C 1.63 3.50 0.48  -0.752
C 0.89 3.22 -0.84  -0.903
C -0.42 2.47 -0.63  0.100
C -1.22 2.25 -1.92  -0.905
C -1.63 0.79 -2.14  -1.345
C -2.52 0.22 -1.02  1.249
C -3.98 0.10 -1.43  -2.310
P -5.31 -0.14 -0.08  0.905
O -4.12 -0.85 1.05  -0.887
C -4.94 1.65 0.65  -1.445
B -4.29 1.52 2.05  0.519
O -2.95 1.82 2.32  -0.540
O -5.04 1.12 3.15  -0.587
B -6.75 -0.38 1.29  1.497
C -6.78 -1.54 2.38  -1.041
O -7.74 0.57 1.30  -0.657
C -5.80 -2.03 -0.83  -0.422
I -7.89 -2.13 -1.07  -0.068
C -5.06 -3.09 -1.11  -0.058
C -3.54 -3.13 -1.04  -0.806
I -5.80 -4.99 -1.77  -0.095
H 7.73 -1.32 1.22  0.357
H 7.71 0.44 1.19  0.381
H 6.20 -0.43 1.39  0.013
H 6.27 0.34 -0.91  0.011
H 7.94 -0.12 -1.09  0.455
H 7.39 -2.11 -1.96  0.436
H 5.74 -1.58 -2.00  0.273
H 7.01 -3.17 0.27  0.344
H 6.11 -3.83 -1.07  0.432
H 4.97 -2.20 1.23  0.303
H 4.69 -3.85 0.78  0.310
H 3.77 -2.85 -1.48  0.497
H 2.76 -2.92 -0.06  0.405
H 2.64 -0.77 -1.31  0.276
H 4.29 -0.41 -0.86  -0.142
H 3.12 -1.09 1.60  0.396
H 1.79 -0.33 0.78  0.317
H 4.41 0.85 1.71  0.231
H 2.78 1.43 1.95  0.502
H 4.70 2.05 -0.22  0.109
H 3.13 1.64 -0.85  0.241
H 3.54 4.13 -0.32  0.416
H 3.57 3.67 1.37  0.378
H 1.28 2.79 1.23  0.337
H 1.34 4.49 0.85  0.493
H 0.67 4.17 -1.34  0.415
H 1.52 2.64 -1.51  0.440
H -0.21 1.51 -0.14  0.294
H -1.02 3.02 0.10  -0.036
H -2.11 2.88 -1.93  0.361
H -0.62 2.58 -2.77  0.511
H -0.72 0.19 -2.24  0.312
H -2.16 0.71 -3.10  0.410
H -2.46 0.88 -0.14  -0.357
H -2.13 -0.74 -0.69  0.186
H -4.29 1.03 -1.91  0.557
H -4.11 -0.69 -2.18  0.728
H -6.28 0.41 -1.02  -0.012
H -4.40 -1.74 1.27  0.253
H -5.89 2.18 0.69  0.325
H -4.29 2.21 -0.03  0.259
H -2.61 2.44 1.67  0.228
H -4.50 0.58 3.74  0.266
H -6.35 -2.47 1.99  0.217
H -7.80 -1.76 2.72  0.272
H -6.18 -1.24 3.24  0.234
H -8.16 0.62 2.17  0.293
H -3.16 -4.12 -1.24  0.576
H -3.12 -2.46 -1.79  0.121
H -3.18 -2.81 -0.06  0.090

**Multiplicity**: 1
**Net charge**: -1
**HOMO energy**: -3.94 eV


# C23H50Br2N2O13P3

A cluster of 2 separate species, C23H50Br2N2O13P3 in total (ωB97M-V with the def2-TZVPD basis set, OMol25).

Each line ends with the Mulliken charge.
Element x y z (Å)
C -2.51 -2.48 -6.48  -0.742
C -1.07 -3.20 -6.93  -0.278
O 0.03 -2.95 -5.98  -0.360
C 0.08 -4.02 -4.93  -0.349
C 1.33 -3.76 -3.86  -0.580
C 0.88 -2.47 -2.95  -0.365
C 0.97 -2.75 -1.30  -0.147
C -0.11 -3.87 -0.80  -0.514
C -1.53 -3.23 -0.20  0.448
P -2.77 -4.73 -0.40  0.508
O -2.20 -6.10 0.11  -0.664
O -4.41 -4.37 0.05  -0.459
O -2.88 -4.93 -2.17  -0.533
O -2.05 -2.36 -1.21  -0.457
C -1.87 -0.95 -1.10  -0.675
C -1.55 -0.33 0.38  0.350
C -2.26 1.16 0.36  -0.789
P -1.47 2.40 -0.86  0.917
O -1.44 3.82 -0.11  -0.651
O -2.43 2.59 -2.30  -0.500
O 0.18 1.98 -1.25  -0.543
N -1.88 -1.23 1.55  0.387
C -3.26 -1.07 2.16  -0.610
C -4.52 -1.35 1.14  0.101
N -5.51 -2.21 1.93  -0.634
C -1.40 -2.68 1.35  1.049
O -2.39 -3.55 2.07  -0.609
C 0.13 -2.80 1.98  -0.226
Br 1.54 -1.33 1.98  -0.052
C 0.70 -4.05 2.62  -0.376
C 2.25 -4.10 3.27  -0.998
Br -0.26 -5.77 2.76  -0.023
H -3.16 -2.30 -7.46  0.338
H -3.15 -3.21 -5.80  0.179
H -2.35 -1.44 -5.96  0.152
H -0.79 -2.67 -7.96  0.283
H -1.20 -4.35 -7.19  0.253
H -0.94 -3.89 -4.33  0.135
H 0.07 -5.10 -5.37  0.359
H 2.27 -3.52 -4.54  0.370
H 1.44 -4.76 -3.24  0.273
H -0.23 -2.14 -3.24  -0.043
H 1.63 -1.59 -3.18  0.334
H 0.81 -1.67 -0.83  -0.147
H 2.07 -3.15 -1.08  0.315
H 0.36 -4.68 -0.05  0.297
H -0.36 -4.51 -1.77  0.272
H -5.01 -5.10 -0.33  0.357
H -2.26 -5.68 -2.42  0.332
H -2.85 -0.40 -1.52  0.320
H -1.01 -0.62 -1.86  -0.057
H -0.39 -0.04 0.31  -0.006
H -3.40 1.03 0.04  0.195
H -2.23 1.59 1.45  0.384
H -2.29 1.80 -2.91  0.366
H 0.31 2.11 -2.24  0.328
H -1.26 -0.88 2.34  0.625
H -3.39 -1.58 3.23  0.402
H -3.43 0.07 2.51  0.457
H -5.10 -0.33 0.93  0.289
H -4.23 -1.78 0.10  0.079
H -5.95 -1.66 2.70  0.240
H -6.23 -2.56 1.24  0.264
H -2.17 -3.54 3.06  0.531
H 3.07 -3.90 2.45  0.276
H 2.25 -3.24 4.10  0.312
H 2.43 -5.10 3.87  0.341
O 1.53 5.57 3.39  -0.678
P 2.69 5.90 2.43  1.068
O 2.71 4.41 1.72  -0.418
C 1.73 4.12 0.74  -0.001
C 2.10 4.73 -0.59  -1.067
O 3.88 5.59 3.55  -0.326
C 3.66 5.88 4.92  -0.323
C 3.28 4.62 5.68  -1.198
O 3.99 6.27 1.35  -0.229
C 4.52 7.59 1.43  -0.364
C 5.67 7.65 2.42  -0.899
H 0.74 4.48 1.07  0.351
H 1.67 3.03 0.65  -0.014
H 2.06 5.82 -0.54  0.293
H 1.41 4.40 -1.38  0.338
H 3.12 4.45 -0.88  0.269
H 2.90 6.67 5.04  0.367
H 4.59 6.28 5.33  0.387
H 2.43 4.10 5.21  0.269
H 3.02 4.85 6.72  0.379
H 4.11 3.91 5.67  0.303
H 3.74 8.30 1.70  0.322
H 4.89 7.85 0.44  0.325
H 5.30 7.72 3.45  0.143
H 6.29 8.54 2.24  0.402
H 6.31 6.76 2.36  0.273

**Multiplicity**: 1
**Net charge**: +1
**HOMO energy**: -11.30 eV


# C23H50N4O2

A cluster of 2 separate species, C23H50N4O2 in total (ωB97M-V with the def2-TZVPD basis set, OMol25).

Each line ends with the Mulliken charge.
Element x y z (Å)
C -6.84 1.20 4.64  -1.411
C -6.75 0.26 3.47  -0.339
C -5.33 0.03 3.02  -0.918
C -5.12 -1.16 2.12  -0.623
C -3.79 -1.86 2.34  -0.189
C -3.17 -2.54 1.11  -1.111
C -1.71 -2.28 0.93  -0.316
N -1.02 -2.84 2.12  -0.188
C 0.06 -2.16 2.64  0.017
N 1.33 -2.39 2.12  -0.260
N -0.09 -1.34 3.69  0.095
C 0.95 -0.48 4.32  -1.153
C 1.48 0.65 3.46  -0.856
C 0.49 1.45 2.60  -0.234
C 1.16 1.87 1.32  -0.138
C 0.21 2.48 0.27  -0.776
O -1.15 2.23 0.51  -0.374
C -1.87 3.33 1.02  -0.722
H -7.84 1.29 5.01  0.402
H -6.49 2.19 4.36  0.326
H -6.20 0.87 5.44  0.363
H -7.15 -0.69 3.79  0.389
H -7.35 0.66 2.67  0.275
H -4.97 0.91 2.52  0.342
H -4.73 -0.08 3.90  0.378
H -5.92 -1.85 2.33  0.407
H -5.15 -0.85 1.09  0.378
H -3.11 -1.09 2.68  -0.005
H -3.92 -2.58 3.13  0.354
H -3.67 -2.21 0.22  0.502
H -3.28 -3.60 1.22  0.349
H -1.36 -2.77 0.04  0.438
H -1.51 -1.22 0.80  0.240
H -1.68 -3.05 2.85  0.365
H 1.69 -1.81 1.41  0.173
H 1.83 -3.22 2.35  0.201
H -1.02 -0.93 3.71  0.341
H 0.51 -0.11 5.22  0.449
H 1.75 -1.12 4.61  0.371
H 1.99 1.33 4.11  0.589
H 2.22 0.23 2.80  0.375
H 0.22 2.33 3.16  0.383
H -0.42 0.93 2.39  0.197
H 1.62 1.00 0.88  -0.045
H 1.92 2.59 1.56  0.329
H 0.40 3.53 0.16  0.423
H 0.44 2.04 -0.68  0.336
H -1.46 4.26 0.64  0.373
H -1.85 3.36 2.10  0.274
H -2.88 3.25 0.68  0.239
C 1.58 -0.56 -5.17  -1.540
C 2.89 0.24 -5.30  1.521
C 4.07 -0.69 -5.61  -1.319
C 4.57 -1.50 -4.42  -0.431
C 4.88 -0.58 -3.24  -1.457
C 3.70 0.31 -2.86  2.092
N 3.19 1.03 -4.06  0.494
O 3.89 2.07 -4.31  -0.621
C 2.62 -0.55 -2.17  -2.145
C 4.13 1.34 -1.83  -1.790
C 2.70 1.20 -6.45  -1.833
H 1.45 -1.08 -4.23  0.287
H 0.73 0.12 -5.28  0.401
H 1.52 -1.29 -5.97  0.368
H 4.89 -0.09 -5.99  0.370
H 3.77 -1.35 -6.43  0.440
H 3.83 -2.26 -4.13  0.268
H 5.47 -2.05 -4.70  0.424
H 5.19 -1.15 -2.37  0.357
H 5.73 0.06 -3.51  0.380
H 1.68 0.00 -2.09  0.504
H 2.96 -0.80 -1.16  0.381
H 2.44 -1.51 -2.66  0.378
H 4.97 1.93 -2.17  0.401
H 4.44 0.82 -0.92  0.414
H 3.31 2.01 -1.59  0.376
H 1.93 1.95 -6.21  0.457
H 2.37 0.63 -7.31  0.409
H 3.61 1.73 -6.70  0.394

**Multiplicity**: 2
**Net charge**: +1
**⟨S²⟩**: 0.75
**HOMO energy (alpha / beta)**: -10.02 / -11.10 eV


# C23H50NO15S

A structure of composition C23H50NO15S (ωB97M-V with the def2-TZVPD basis set, OMol25).

Each line ends with the Mulliken charge.
Element x y z (Å)
N -0.43 0.24 0.51  1.949
H -1.04 1.08 0.73  -0.279
H 0.37 0.58 -0.06  -0.345
H -0.96 -0.51 0.04  -0.892
H -0.09 0.06 1.39  0.514
S -0.80 2.58 2.38  0.727
O -0.48 1.31 2.96  -0.722
O -2.27 2.65 2.43  -0.302
O -0.32 3.73 3.03  -0.784
O -0.38 2.47 0.96  -0.533
O -0.56 -4.27 3.40  -0.715
C -0.03 -3.22 3.76  0.986
O 1.13 -3.04 3.90  -0.171
C 2.11 -4.00 3.44  -0.584
C 3.46 -3.40 3.56  -0.867
C -0.83 -1.98 4.10  -0.544
H 1.81 -4.42 2.59  0.504
H 2.08 -4.88 4.09  0.402
H 3.60 -2.75 2.70  0.085
H 4.34 -4.07 3.33  0.366
H 3.58 -3.02 4.60  0.270
H -0.51 -1.15 3.83  0.397
H -0.62 -1.83 5.23  0.233
H -1.72 -2.00 3.78  -0.276
O -4.27 2.62 -1.12  -0.784
C -3.87 1.89 -0.09  0.669
O -3.50 0.60 -0.30  0.122
C -3.76 -0.07 -1.46  -0.813
C -3.30 -1.48 -1.31  -2.162
C -3.77 2.41 1.35  -1.261
H -3.26 0.34 -2.31  0.402
H -4.73 0.01 -1.61  0.983
H -3.62 -2.08 -0.58  0.691
H -2.41 -1.37 -1.17  -0.034
H -3.63 -2.06 -1.99  1.176
H -3.95 3.49 1.20  0.149
H -2.83 2.23 1.80  -0.608
H -4.52 2.07 1.73  0.871
O 2.53 5.86 -1.44  -0.674
C 2.74 4.62 -1.41  0.763
O 3.74 3.93 -1.64  -0.172
C 4.90 4.52 -2.16  -0.630
C 5.70 3.57 -2.97  -1.163
C 1.58 3.78 -0.97  -0.459
H 5.34 4.74 -1.19  0.332
H 4.61 5.43 -2.48  0.591
H 6.63 4.16 -3.03  0.340
H 5.37 3.21 -3.81  0.436
H 6.00 2.68 -2.30  0.256
H 2.06 2.84 -0.37  0.073
H 1.15 3.12 -1.70  -0.375
H 0.95 4.29 -0.37  0.562
O -1.79 -0.64 -2.33  -0.031
C -1.37 -0.70 -3.46  0.380
O -0.40 0.00 -3.97  -0.398
C 0.32 1.12 -3.32  1.352
C 1.60 1.33 -3.93  -1.342
C -2.02 -1.58 -4.60  -1.641
H 0.38 1.13 -2.28  -0.976
H -0.32 2.07 -3.33  0.391
H 1.58 1.57 -5.01  0.354
H 2.39 0.59 -3.95  0.154
H 2.03 2.24 -3.68  0.361
H -2.93 -1.89 -4.42  0.441
H -1.22 -2.38 -4.40  0.264
H -2.13 -0.94 -5.35  0.526
O -0.07 -1.84 0.18  -0.642
C 1.11 -1.40 0.01  1.035
O 1.86 -1.63 -1.00  -0.356
C 1.44 -2.60 -1.95  0.154
C 2.56 -2.72 -3.07  -1.277
C 1.67 -0.52 1.12  -1.219
H 0.49 -2.44 -2.53  -0.139
H 1.34 -3.55 -1.52  0.513
H 3.67 -2.92 -2.90  0.323
H 2.64 -1.75 -3.53  0.101
H 2.51 -3.39 -3.83  0.526
H 2.66 -0.87 1.20  0.527
H 1.02 -0.63 2.09  0.316
H 1.67 0.48 0.70  0.340
C -4.07 -2.29 3.45  -2.161
C -2.99 -1.38 2.95  1.442
O -2.28 -1.69 1.83  -0.406
C -2.88 0.01 3.61  -0.703
H -5.04 -1.81 3.22  0.452
H -4.06 -2.35 4.49  0.423
H -4.00 -3.12 3.01  0.555
H -2.19 0.59 3.19  -0.083
H -2.61 -0.12 4.70  0.378
H -3.83 0.55 3.64  0.370

**Multiplicity**: 1
**Net charge**: -1
**Energy above the lowest of the compared OMol25 structures with the same formula, charge and spin**: 1314.95 kJ/mol
**HOMO energy**: -2.70 eV


# C23H50NO6P2PtSi

A structure of composition C23H50NO6P2PtSi (ωB97M-V with the def2-TZVPD basis set, OMol25).

Each line ends with the Mulliken charge.
Element x y z (Å)
Pt -0.32 -0.34 -1.63  2.818
P 1.87 -1.18 -1.46  0.543
C 2.00 -1.85 -3.07  -1.057
C 0.86 -1.86 -3.92  0.820
N -0.33 -1.29 -3.43  0.125
C -1.52 -1.44 -4.05  0.927
C -1.59 -2.27 -5.15  -0.753
C -0.44 -2.73 -5.80  -0.602
C 0.79 -2.42 -5.24  -0.917
C -2.74 -0.73 -3.48  -1.482
P -2.20 0.71 -2.47  0.174
H 1.69 -2.80 -5.73  0.467
H -2.59 -2.41 -5.53  0.511
H -0.58 -3.35 -6.70  0.473
H -3.42 -0.42 -4.29  0.691
H -3.33 -1.43 -2.87  0.468
H 2.44 1.27 -5.33  0.293
H 2.92 -2.04 -3.61  0.482
H 1.28 3.35 -2.17  0.298
O 2.52 2.09 -4.84  -0.572
H 2.95 2.72 -5.47  0.309
H -0.51 1.20 -1.82  0.018
O 0.58 3.48 -1.51  -0.529
H -0.25 3.72 -1.98  0.263
C -2.17 1.97 -3.79  -1.234
H -3.08 1.90 -4.42  0.476
H -2.12 2.97 -3.35  0.416
H -1.28 1.81 -4.41  0.377
C -3.68 1.10 -1.43  -1.276
H -3.41 1.92 -0.75  0.352
H -4.56 1.43 -2.02  0.549
H -3.98 0.22 -0.82  0.370
C 1.80 -2.68 -0.52  -0.471
H 2.77 -3.12 -0.64  0.607
H 1.56 -2.56 0.52  -0.687
H 1.08 -3.33 -0.99  0.529
C 3.13 -0.04 -0.87  -0.661
H 3.01 0.10 0.21  -0.156
H 4.12 -0.48 -1.04  0.636
H 3.08 0.94 -1.35  0.305
C 0.54 3.84 1.98  -1.332
C 1.51 2.77 2.49  1.544
C 2.65 2.57 1.51  -1.185
C 2.06 3.19 3.85  -1.675
O 0.79 1.54 2.75  -0.278
Si 0.04 0.43 1.80  -1.264
O -0.14 0.82 0.28  -0.255
O 0.99 -0.93 1.84  0.645
C 1.40 -1.65 3.04  1.203
C 0.80 -3.08 3.01  -1.314
C 2.93 -1.75 2.98  -1.201
C 0.97 -0.94 4.32  -1.398
O -1.36 0.12 2.57  -0.376
C -2.61 -0.60 2.40  1.722
C -2.56 -1.63 1.28  -1.168
C -2.95 -1.29 3.72  -1.683
C -3.66 0.48 2.15  -1.465
H 1.06 4.80 1.87  0.491
H -0.28 3.99 2.70  0.408
H 0.11 3.56 1.02  0.035
H 3.26 3.48 1.47  0.667
H 3.29 1.75 1.84  0.259
H 2.29 2.34 0.50  -0.148
H 1.24 3.34 4.56  0.373
H 2.71 2.39 4.22  0.403
H 2.65 4.11 3.78  0.488
H 1.13 -3.63 2.11  0.329
H 1.14 -3.64 3.92  0.472
H -0.30 -3.03 3.04  0.158
H 3.35 -0.73 2.97  0.258
H 3.27 -2.31 3.88  0.491
H 3.25 -2.26 2.05  0.147
H 1.39 0.06 4.38  0.254
H -0.12 -0.86 4.39  0.265
H 1.31 -1.51 5.19  0.595
H -1.84 -2.42 1.50  0.150
H -3.54 -2.12 1.18  0.576
H -2.30 -1.17 0.31  -0.182
H -2.98 -0.56 4.54  0.346
H -3.93 -1.77 3.64  0.512
H -2.23 -2.08 3.96  0.326
H -3.68 1.18 3.01  0.397
H -3.40 1.08 1.27  0.074
H -4.64 0.00 2.02  0.439

**Multiplicity**: 5
**Net charge**: +3
**⟨S²⟩**: 6.06
**Energy above the lowest of the compared OMol25 structures with the same formula, charge and spin**: 0.00 kJ/mol
**HOMO energy (alpha / beta)**: -15.99 / -17.80 eV


So what do the calculations give for E_tot? Going down the list: -2193.8953, -8165.5096, -1275.5162, -2487.1394, -2503.1076 a.u..
So what do the calculations give for largest force on an atom? Going down the list: 0.70, 9.79, 2.48, 16.08, 3.35 eV Å⁻¹.